Record 1
Molecular formula: C10H24BIN5O2PS
Method: DFT, ωB97M-V/def2-TZVPD

Cartesian coordinates (Å):
C (-0.377, -1.692, 1.089)
N (-1.111, -0.446, 1.205)
C (-0.224, 0.691, 1.005)
P (-2.678, -0.197, 0.528)
O (-2.280, -0.166, -0.936)
N (-3.707, -1.583, 0.408)
C (-3.417, -2.892, 0.942)
C (-4.455, -1.713, -0.839)
N (-3.314, 0.090, 2.108)
C (-2.680, -0.153, 3.390)
C (-4.750, 0.325, 2.213)
H (0.527, -1.644, 1.700)
H (-0.090, -1.929, 0.057)
H (-0.934, -2.530, 1.504)
H (-0.702, 1.610, 1.365)
H (0.028, 0.831, -0.053)
H (0.705, 0.581, 1.567)
H (-2.656, -3.419, 0.352)
H (-4.320, -3.510, 0.945)
H (-3.101, -2.846, 1.986)
H (-3.853, -2.173, -1.633)
H (-4.791, -0.739, -1.194)
H (-5.350, -2.321, -0.686)
H (-2.507, -1.219, 3.565)
H (-3.308, 0.214, 4.206)
H (-1.736, 0.377, 3.491)
H (-5.277, -0.585, 2.516)
H (-5.162, 0.654, 1.259)
H (-4.969, 1.115, 2.937)
I (7.705, -0.236, -0.622)
B (7.099, 0.985, -2.278)
C (6.869, 2.543, -2.124)
C (5.386, 2.831, -2.543)
S (4.301, 2.783, -1.058)
C (3.195, 1.466, -1.469)
N (3.029, 0.293, -0.973)
N (2.036, -0.255, -1.758)
C (1.682, 0.563, -2.652)
O (2.384, 1.731, -2.530)
H (6.939, 0.424, -3.313)
H (7.514, 3.054, -2.857)
H (7.059, 2.850, -1.091)
H (5.258, 3.780, -3.069)
H (5.092, 2.031, -3.237)
H (0.940, 0.427, -3.426)

Values from the calculation:
**Gap between HOMO and LUMO**: 0.29231 Ha
**Structure (SMILES)**: CN(C)P(=O)(N(C)C)N(C)C.IBCCSc1nnco1
**HOMO energy**: -0.29494 hartree
**LUMO**: -0.072 eV
**Maximum force**: 6.5 eV Å⁻¹



Record 2
Molecular formula: C10H24Cl4FInN2O2P
Method: DFT, ωB97M-V/def2-TZVPD

Cartesian coordinates (Å):
C (4.524, 1.161, 0.943)
C (3.528, 1.500, -0.221)
P (2.454, 0.070, -0.811)
C (3.474, -1.428, -1.331)
C (4.492, -1.955, -0.260)
In (1.387, 0.852, -3.015)
N (1.536, 2.961, -3.310)
F (2.359, -0.197, -4.559)
O (-0.592, 0.181, -3.018)
C (-1.134, 0.425, -1.723)
C (-1.747, -0.899, -1.141)
N (-3.008, -0.625, -0.386)
C (-2.682, -0.094, 0.955)
C (-2.793, 1.465, 1.030)
C (-3.905, 1.940, 2.029)
O (-1.564, 2.068, 1.462)
H (5.457, 0.728, 0.519)
H (4.071, 0.331, 1.539)
H (4.731, 2.006, 1.626)
H (2.820, 2.265, 0.181)
H (4.078, 2.028, -1.039)
H (2.737, -2.250, -1.492)
H (3.957, -1.253, -2.316)
H (4.084, -2.010, 0.766)
H (4.828, -2.969, -0.574)
H (5.400, -1.313, -0.314)
H (1.258, 3.154, -4.271)
H (2.521, 3.191, -3.191)
H (-1.978, 1.149, -1.828)
H (-0.350, 0.826, -1.042)
H (-1.000, -1.410, -0.481)
H (-2.032, -1.579, -1.970)
H (-3.382, -1.562, -0.209)
H (-3.449, -0.499, 1.653)
H (-1.703, -0.493, 1.322)
H (-3.037, 1.841, 0.011)
H (-3.907, 3.048, 1.987)
H (-3.634, 1.561, 3.036)
H (-4.914, 1.597, 1.717)
H (-0.867, 1.409, 1.443)
C (-4.402, -3.441, 3.256)
Cl (-3.308, -4.728, 3.793)
Cl (-6.069, -3.868, 3.685)
Cl (-3.962, -1.925, 4.059)
Cl (-4.277, -3.261, 1.493)

Values from the calculation:
**Gap between HOMO and LUMO**: 0.21589 Ha
**Net charge**: -1
**HOMO energy**: -0.15602 hartree
**LUMO**: 1.629 eV
**Maximum force**: 1.5 eV Å⁻¹



Record 3
Molecular formula: C10H24ClCrI2N2P2
Method: DFT, ωB97M-V/def2-TZVPD

Cartesian coordinates (Å):
I (3.402, 1.102, -3.065)
I (0.822, 0.725, -4.171)
Cr (0.072, -0.012, 0.315)
P (0.348, -2.404, -0.230)
C (1.450, -2.542, -1.659)
C (1.039, -3.276, 1.198)
H (1.001, -4.360, 1.022)
H (-1.113, -4.347, -0.641)
H (0.411, -3.013, 2.063)
H (-1.961, -2.955, 0.091)
H (2.348, -1.942, -1.461)
H (2.075, -2.948, 1.361)
C (-1.204, -3.253, -0.646)
H (1.757, -3.561, -1.934)
H (-1.506, -2.900, -1.642)
H (0.941, -2.059, -2.509)
P (-0.506, 2.396, 0.440)
C (0.373, 3.248, -0.889)
C (-2.274, 2.705, 0.169)
H (-0.616, 2.462, 2.800)
H (-0.446, 4.134, 2.144)
H (0.986, 3.031, 2.202)
C (-0.101, 3.094, 2.059)
H (-2.839, 1.970, 0.756)
H (-2.591, 3.715, 0.461)
H (0.333, 4.350, -0.889)
H (-0.016, 2.866, -1.847)
H (-2.470, 2.541, -0.901)
H (1.424, 2.933, -0.850)
Cl (-1.444, -0.530, 1.905)
C (1.674, -0.076, 3.572)
C (2.446, 0.109, 2.325)
N (2.033, 0.151, 1.063)
C (3.151, 0.316, 0.260)
C (4.241, 0.427, 1.051)
N (3.783, 0.272, 2.347)
H (2.113, -0.890, 4.177)
H (1.702, 0.843, 4.184)
H (0.621, -0.309, 3.348)
H (3.027, 0.372, -0.830)
H (5.273, 0.605, 0.811)
H (4.383, 0.221, 3.163)

Values from the calculation:
**Gap between HOMO and LUMO (spin up / spin down)**: 0.23707 / 0.26738 Ha
**Relative energy (zero: lowest compared OMol25 entry of this formula, charge and spin)**: 0.0 kJ/mol
**Net charge**: +2
**HOMO energy (spin up / spin down)**: -0.55831 / -0.55835 hartree
**Multiplicity**: 4
**LUMO (spin up / spin down)**: -8.741 / -7.918 eV
**Maximum force**: 2.1 eV Å⁻¹



Record 4
Molecular formula: C10H24ClIN2OPSSn
Method: DFT, ωB97M-V/def2-TZVPD

Cartesian coordinates (Å):
C (5.028, 0.300, -1.101)
I (3.716, 1.469, -2.393)
H (4.578, -0.660, -0.840)
H (5.224, 0.893, -0.207)
H (5.969, 0.161, -1.631)
Sn (1.550, 0.176, -0.424)
P (0.541, -0.355, -2.831)
C (0.328, 1.125, -3.866)
C (1.717, -1.351, -3.775)
H (-1.033, -2.134, -2.423)
H (-1.069, -1.513, -4.116)
H (-1.871, -0.591, -2.786)
C (-1.025, -1.236, -3.053)
H (1.848, -2.319, -3.284)
H (1.277, -1.477, -4.770)
H (0.151, 0.763, -4.887)
H (1.229, 1.749, -3.854)
H (2.688, -0.852, -3.849)
H (-0.533, 1.709, -3.526)
C (0.489, 2.665, -1.096)
O (0.252, 3.694, -1.531)
Cl (2.333, -2.118, -0.207)
C (-1.297, -2.480, 2.129)
N (-1.364, -1.207, 2.835)
C (-1.806, -1.302, 4.218)
C (-1.345, -0.066, 2.119)
S (-1.185, -0.180, 0.401)
N (-1.426, 1.160, 2.733)
C (-2.491, 1.489, 3.686)
C (-1.196, 2.320, 1.882)
H (-1.459, -3.263, 2.868)
H (-0.329, -2.611, 1.643)
H (-2.070, -2.548, 1.360)
H (-1.223, -0.668, 4.888)
H (-2.881, -1.090, 4.298)
H (-1.662, -2.334, 4.550)
H (-2.290, 2.519, 4.024)
H (-3.488, 1.478, 3.202)
H (-2.444, 0.830, 4.552)
H (-0.225, 2.232, 1.407)
H (-1.985, 2.422, 1.127)
H (-1.223, 3.199, 2.528)

Values from the calculation:
**Gap between HOMO and LUMO (spin up / spin down)**: 0.14931 / 0.14916 Ha
**Relative energy (zero: lowest compared OMol25 entry of this formula, charge and spin)**: 0.0 kJ/mol
**Net charge**: +3
**HOMO energy (spin up / spin down)**: -0.68401 / -0.68390 hartree
**LUMO (spin up / spin down)**: -14.550 / -14.551 eV
**Maximum force**: 3.4 eV Å⁻¹



Record 5
Molecular formula: C10H24F2N8O10
Method: DFT, ωB97M-V/def2-TZVPD

Cartesian coordinates (Å):
O (1.197, -1.410, -0.297)
H (0.461, -1.152, 0.263)
H (1.894, -0.750, -0.280)
H (0.754, -1.439, -1.148)
O (0.526, 1.116, -2.616)
H (0.023, 0.302, -2.701)
H (1.350, 0.985, -2.141)
H (-0.036, 1.679, -2.079)
C (-3.564, 1.383, -0.959)
C (-4.520, 0.531, -0.514)
C (-4.183, -0.519, 0.553)
O (-5.057, -1.417, 1.045)
C (-2.929, -0.664, 1.117)
C (-1.844, 0.183, 0.610)
C (-2.180, 1.371, -0.415)
O (-1.339, 1.959, -1.099)
O (-0.649, -0.062, 0.957)
O (-5.680, 0.672, -1.142)
H (-3.766, 1.868, -1.902)
H (-2.638, -1.501, 1.734)
F (2.569, 0.594, -1.053)
F (-0.213, -1.383, -2.631)
C (2.254, 3.618, 1.191)
O (3.226, 3.901, 0.606)
N (1.821, 2.417, 1.231)
N (1.481, 4.387, 1.906)
H (2.106, 1.767, 0.513)
H (1.042, 2.106, 1.795)
H (1.817, 5.337, 1.980)
H (0.690, 4.067, 2.446)
C (-1.846, -4.037, -0.837)
O (-2.391, -4.808, -0.108)
N (-1.202, -4.310, -1.883)
N (-1.749, -2.748, -0.559)
H (-1.018, -3.532, -2.500)
H (-1.280, -5.268, -2.194)
H (-1.281, -2.187, -1.257)
H (-2.251, -2.318, 0.205)
C (-0.195, 1.754, 4.071)
O (-0.481, 2.686, 3.334)
N (0.094, 0.569, 3.669)
N (-0.114, 1.879, 5.312)
H (-0.135, -0.070, 4.417)
H (-0.192, 0.332, 2.729)
H (-0.624, 2.680, 5.656)
H (-0.124, 1.014, 5.832)
C (3.964, -1.769, -3.254)
O (4.313, -2.436, -4.203)
N (4.016, -2.010, -1.957)
N (3.236, -0.728, -3.413)
H (4.678, -2.705, -1.644)
H (3.776, -1.275, -1.307)
H (3.096, -0.057, -2.671)
H (3.095, -0.601, -4.405)

Values from the calculation:
**Gap between HOMO and LUMO (spin up / spin down)**: 0.06138 / 0.20852 Ha
**Relative energy (zero: lowest compared OMol25 entry of this formula, charge and spin)**: 144.2 kJ/mol
**Net charge**: -3
**HOMO energy (spin up / spin down)**: 0.16090 / 0.01303 hartree
**Multiplicity**: 2
**LUMO (spin up / spin down)**: 6.048 / 6.029 eV
**Maximum force**: 7.3 eV Å⁻¹



Record 6
Molecular formula: C10H24N2P
Method: DFT, ωB97M-V/def2-TZVPD

Cartesian coordinates (Å):
C (-3.658, -2.187, 0.448)
N (-3.404, -0.769, 0.287)
C (-2.486, -0.065, 0.869)
P (-2.305, 1.657, 1.091)
C (-0.513, 1.895, 0.881)
C (0.124, 1.404, -0.452)
C (0.354, 2.638, -1.408)
C (1.586, 1.043, -0.208)
C (1.946, -0.402, 0.034)
C (1.427, -0.751, 1.443)
C (3.435, -0.474, -0.014)
C (1.223, -1.216, -1.099)
N (-0.181, -1.584, -0.720)
H (-2.900, -2.599, 1.117)
H (-4.573, -2.441, 0.976)
H (-3.642, -2.634, -0.576)
H (-4.143, -0.281, -0.203)
H (-1.654, -0.620, 1.291)
H (-2.813, 1.745, -0.202)
H (0.034, 1.514, 1.707)
H (-0.313, 2.934, 0.889)
H (-0.404, 0.590, -0.987)
H (0.648, 2.273, -2.392)
H (1.177, 3.263, -0.991)
H (-0.569, 3.158, -1.371)
H (2.018, 1.593, 0.647)
H (2.221, 1.408, -0.975)
H (1.681, -1.717, 1.710)
H (1.750, -0.106, 2.316)
H (0.273, -0.718, 1.396)
H (3.706, -0.476, -1.101)
H (3.917, 0.321, 0.435)
H (3.893, -1.435, 0.291)
H (1.245, -0.520, -1.978)
H (1.820, -2.085, -1.462)
H (-0.761, -1.952, -1.538)
H (-0.155, -2.405, -0.148)

Values from the calculation:
**Gap between HOMO and LUMO**: 0.31192 Ha
**Relative energy (zero: lowest compared OMol25 entry of this formula, charge and spin)**: 280.4 kJ/mol
**Net charge**: +1
**Structure (SMILES)**: C/[NH+]=C/PC[C@@H](C)CC(C)(C)CN
**HOMO energy**: -0.46687 hartree
**LUMO**: -4.216 eV
**Maximum force**: 4.2 eV Å⁻¹